Density functional theory data (wB97M-V/def2-TZVPD) for a 2-piece molecular cluster, C10H16 overall in a non-equilibrium geometry.

Last column: Löwdin charge in e.
Cartesian coordinates (Å):
1 C -1.625 2.939 -0.368  -0.070
2 C -1.215 1.474 -0.172  -0.248
3 C 0.116 1.127 0.188  -0.282
4 C 0.363 0.282 1.329  -0.035
5 C 1.516 -0.447 1.599  -0.123
6 C 2.535 -0.322 0.718  -0.104
7 C 2.499 0.659 -0.307  -0.050
8 C 1.287 1.381 -0.490  -0.044
9 H -0.633 3.447 -0.609  0.105
10 H -1.980 3.448 0.527  0.074
11 H -2.410 2.925 -0.967  0.012
12 H -1.871 0.847 0.443  0.103
13 H -1.545 0.965 -1.237  0.159
14 H -0.596 0.074 1.829  0.112
15 H 1.596 -1.083 2.430  0.094
16 H 3.558 -0.775 0.817  0.119
17 H 3.267 0.726 -0.988  0.069
18 H 1.395 2.088 -1.280  0.097
19 C -0.739 -2.824 0.212  -0.194
20 C -0.840 -2.233 -1.151  -0.175
21 H -1.629 -2.567 0.781  0.055
22 H -0.821 -3.912 0.156  0.063
23 H 0.125 -2.378 0.802  0.062
24 H 0.024 -1.580 -1.223  0.040
25 H -1.475 -1.225 -1.146  0.089
26 H -0.899 -3.037 -1.890  0.071

Calculated total energy ... -10626.9684 eV
LUMO energy ... 0.94 eV
Charge ... 0
ΔE to the lowest compared entry with this formula, charge and spin ... 267.8 kJ/mol
HOMO energy ... -8.95 eV